C28H51F5GaN4O4SSbTe | ωB97M-V with the def2-TZVPD basis set

Each line ends with the Mulliken charge.
Element x y z (Å)
Te1 -0.685 -2.938 0.458  1.7332
Sb1 3.093 0.095 -0.052  -1.5410
Ga1 0.661 -0.043 0.932  3.2476
S1 1.260 -4.007 -0.582  -0.1619
F1 -1.669 -2.108 -0.875  -0.3456
F2 0.660 -1.461 -0.659  -0.5024
F3 -1.569 -4.473 -0.234  -0.4080
F4 -2.256 -2.733 1.460  -0.3876
F5 -0.251 -4.179 1.869  -0.4685
O1 -0.919 0.610 0.239  0.2575
O2 -4.379 3.000 -1.858  -0.4400
O3 -0.009 -1.668 1.625  -1.1930
O4 1.234 2.063 1.012  0.1439
N1 -0.515 0.741 5.650  0.0547
N2 0.177 0.448 3.231  0.2097
N3 0.450 -6.446 0.308  0.0122
N4 0.181 -6.162 -1.850  0.1673
C1 5.270 -1.625 -1.410  -1.3587
C2 -1.271 4.177 -0.579  -1.8328
C3 0.345 1.854 3.643  -0.5959
C4 -1.734 0.460 4.822  -0.9523
C5 -0.644 2.996 -0.079  1.6458
C6 4.390 1.463 0.989  1.1587
C7 -2.625 1.755 -0.798  -0.2678
C8 -3.190 2.926 -1.269  0.9829
C9 4.058 1.600 -2.563  -1.4691
C10 0.994 -0.425 4.102  -0.2292
C11 -0.248 -7.676 -0.082  -0.5800
C12 4.239 1.295 2.497  -1.0770
C13 4.190 -1.723 -0.336  1.5334
C14 1.988 0.184 -2.932  -1.3338
C15 0.144 1.998 5.164  -1.1546
C16 -2.501 4.161 -1.146  -1.0929
C17 0.114 -5.527 -3.157  -0.7934
C18 5.856 1.370 0.566  -1.4890
C19 0.454 -0.402 5.545  -0.9999
C20 -0.423 -7.483 -1.603  -0.5113
C21 -1.359 1.766 -0.196  -0.3892
C22 4.715 -2.226 1.005  -1.3953
C23 -5.135 1.801 -2.029  -0.7883
C24 -1.261 0.096 3.405  -0.2567
C25 0.652 3.063 0.493  0.7845
C26 1.428 4.354 0.514  -2.5047
C27 0.576 -5.625 -0.718  0.0524
C28 2.765 1.062 -1.956  1.1112
H1 0.359 -8.546 0.159  0.3194
H2 1.084 2.098 5.702  0.3674
H3 -1.202 -7.752 0.437  0.3173
H4 4.583 2.280 -1.893  0.3495
H5 4.849 -1.396 -2.389  0.3067
H6 3.813 2.160 -3.468  0.4919
H7 0.947 -1.435 3.703  0.3067
H8 -0.498 2.839 5.420  0.4032
H9 1.239 -0.236 6.280  0.4014
H10 -1.470 -7.447 -1.904  0.3432
H11 0.086 -8.247 -2.188  0.3721
H12 -2.272 -0.361 5.291  0.3832
H13 4.609 0.322 2.830  0.3001
H14 5.523 -1.597 1.383  0.2466
H15 -0.086 -1.311 5.802  0.3271
H16 0.120 -4.447 -3.040  0.2828
H17 3.416 -2.395 -0.691  -0.7578
H18 -5.348 1.340 -1.064  0.3262
H19 -0.756 5.124 -0.497  0.5238
H20 5.119 -3.235 0.888  0.4938
H21 5.997 1.470 -0.508  0.2947
H22 -2.974 5.058 -1.520  0.4875
H23 4.740 0.800 -2.851  0.2428
H24 3.197 1.394 2.802  -0.0727
H25 -0.791 0.857 6.623  0.2885
H26 6.428 2.167 1.049  0.4827
H27 -3.115 0.797 -0.889  0.5029
H28 0.470 -6.076 1.247  0.2645
H29 2.457 4.146 0.796  0.2630
H30 0.952 -5.835 -3.780  0.3029
H31 2.027 -0.080 4.061  0.3664
H32 -4.601 1.099 -2.670  0.3399
H33 -0.381 2.451 3.090  0.6126
H34 -6.062 2.103 -2.504  0.2529
H35 3.985 2.435 0.699  -0.0428
H36 -1.381 -0.962 3.206  0.1946
H37 1.046 -0.167 -2.522  0.1546
H38 1.337 2.200 3.362  -0.0258
H39 1.000 5.036 1.253  0.4146
H40 2.139 1.912 -1.669  -0.0707
H41 -0.816 -5.829 -3.635  0.3249
H42 4.816 2.061 3.021  0.5129
H43 6.025 -0.875 -1.175  0.2458
H44 2.572 -0.693 -3.225  0.2591
H45 5.782 -2.587 -1.489  0.4918
H46 -2.356 1.354 4.856  0.3316
H47 1.785 0.758 -3.839  0.4932
H48 6.300 0.424 0.879  0.2814
H49 1.410 4.862 -0.448  0.4967
H50 -1.836 0.634 2.653  0.3492
H51 3.929 -2.275 1.764  0.2808

Output
- Relative energy (zero: lowest compared OMol25 entry of this formula, charge and spin): 25.39 kcal per mole
- Total charge: +2
- Energy: -134632.2724 eV